{"formula": "C3H5N3O", "method": "wB97M-V/def2-TZVPD", "e_lumo_ev": 0.7, "homo_ev": -7.6, "mol_weight_da": 99.09, "total_energy_ev": -9709.9929, "relative_energy_kcal_mol": 13.6, "multiplicity": 1, "symbols": ["N", "C", "N", "C", "O", "C", "N", "H", "H", "H", "H", "H"], "coordinates": [[0.901, -0.571, 1.947], [0.318, -0.199, 0.739], [-0.491, 0.823, 0.562], [-0.837, 0.765, -0.765], [-1.628, 1.687, -1.364], [-0.263, -0.292, -1.398], [0.498, -0.909, -0.403], [1.269, 0.215, 2.468], [1.595, -1.300, 1.855], [-2.159, 2.123, -0.687], [-0.306, -0.641, -2.414], [1.103, -1.700, -0.541]], "forces_ev_per_angstrom": [[0.1, 0.1, -0.1], [0.0, 0.0, -0.1], [0.1, -0.2, -0.1], [0.2, -0.2, -0.2], [-0.1, 0.1, 0.2], [-0.1, 0.1, 0.0], [0.0, 0.0, 0.1], [-0.2, -0.1, -0.1], [-0.1, 0.1, 0.0], [0.1, 0.0, 0.1], [0.0, 0.0, 0.1], [-0.1, 0.1, 0.1]], "lowdin_charge": [0.12, -0.46, 0.16, -0.43, 0.05, -0.05, 0.08, 0.09, 0.08, 0.10, 0.11, 0.15]}